1.
Formula: C23H23N4
Source: the OMol25 dataset
Level of theory: ωB97M-V/def2-TZVPD

Last column: Löwdin charge in e.
Geometry (Å):
1 C 2.638 -0.865 3.177  0.03
2 C 2.597 -1.238 1.738  -0.25
3 N 3.525 -2.076 1.287  0.14
4 C 3.362 -2.312 -0.061  -0.01
5 C 2.289 -1.601 -0.434  0.02
6 N 1.863 -0.865 0.670  0.06
7 C 0.687 -0.051 0.580  -0.19
8 C -0.561 -0.851 0.813  -0.09
9 C -0.635 -1.820 1.796  0.00
10 N -1.926 -2.291 1.871  -0.11
11 C -2.419 -3.121 2.938  -0.02
12 C -2.720 -1.630 0.936  -0.16
13 C -4.101 -1.618 0.914  -0.01
14 C -4.729 -0.683 0.081  -0.07
15 C -3.955 0.203 -0.683  -0.07
16 C -2.554 0.242 -0.577  -0.03
17 C -1.905 -0.672 0.258  -0.10
18 C 0.708 0.600 -0.765  -0.15
19 C 0.099 0.238 -1.969  -0.03
20 N 0.257 1.259 -2.884  -0.09
21 C -0.456 1.363 -4.133  -0.01
22 C 0.998 2.288 -2.294  -0.16
23 C 1.083 3.606 -2.715  0.00
24 C 1.643 4.524 -1.805  -0.07
25 C 2.014 4.130 -0.508  -0.08
26 C 1.849 2.812 -0.058  -0.02
27 C 1.343 1.885 -0.975  -0.12
28 H 1.832 -0.183 3.460  0.10
29 H 2.595 -1.777 3.799  0.11
30 H 3.620 -0.410 3.398  0.11
31 H 4.240 -2.482 1.885  0.19
32 H 4.004 -2.943 -0.630  0.13
33 H 1.831 -1.514 -1.391  0.13
34 H 0.724 0.744 1.333  0.16
35 H 0.155 -2.202 2.439  0.13
36 H -3.486 -3.287 2.800  0.08
37 H -1.891 -4.077 2.943  0.10
38 H -2.250 -2.627 3.902  0.10
39 H -4.663 -2.277 1.572  0.10
40 H -5.819 -0.640 0.063  0.11
41 H -4.461 0.896 -1.352  0.10
42 H -1.988 0.969 -1.161  0.10
43 H -0.476 -0.659 -2.189  0.15
44 H -0.160 2.292 -4.621  0.08
45 H -0.219 0.519 -4.788  0.10
46 H -1.543 1.380 -3.965  0.10
47 H 0.686 3.895 -3.687  0.11
48 H 1.758 5.563 -2.129  0.11
49 H 2.421 4.876 0.171  0.10
50 H 2.095 2.494 0.955  0.10

Values from the calculation:
Calculated total energy: -1109.060198 Eh
Orbital gap: 8.05 eV
Net charge: +1
ΔE to the lowest compared entry with this formula, charge and spin: 0.000 eV
SMILES: Cc1[nH+]ccn1C(c1cn(C)c2ccccc12)c1cn(C)c2ccccc12
Highest occupied orbital energy: -10.41 eV



2.
Formula: C25H68O9
Source: the OMol25 dataset
Level of theory: ωB97M-V/def2-TZVPD

Last column: Löwdin spin population.
Geometry (Å):
1 C 3.226 -3.709 -1.821  0.02
2 C 4.015 -3.370 -3.081  0.03
3 O 3.754 -1.951 -3.292  0.02
4 C 4.832 -1.401 -4.171  0.02
5 C 5.013 -2.156 -5.432  0.07
6 H 2.186 -3.389 -1.759  0.01
7 H 3.156 -4.797 -1.812  0.00
8 H 3.649 -3.505 -0.837  0.00
9 H 5.047 -3.716 -3.014  0.00
10 H 3.535 -3.891 -3.909  0.02
11 H 4.446 -0.416 -4.437  0.00
12 H 5.827 -1.411 -3.726  0.00
13 H 5.370 -3.180 -5.328  0.01
14 H 5.736 -1.546 -5.974  0.01
15 H 4.196 -2.217 -6.152  0.04
16 C 0.021 1.054 2.373  0.00
17 C 0.848 0.875 1.068  0.00
18 O 0.987 -0.483 0.939  0.00
19 C 1.755 -0.830 -0.221  0.00
20 C 0.761 -0.732 -1.358  0.02
21 H 0.500 0.333 3.035  0.00
22 H 0.060 2.089 2.713  0.00
23 H -1.003 0.686 2.296  0.00
24 H 0.248 1.361 0.299  0.00
25 H 1.862 1.254 1.194  0.00
26 H 2.608 -0.170 -0.382  0.00
27 H 2.153 -1.839 -0.116  0.00
28 H -0.069 -1.408 -1.151  0.00
29 H 1.123 -1.110 -2.314  0.01
30 H 0.492 0.307 -1.549  0.00
31 C 0.777 -2.145 5.957  0.00
32 C -0.288 -1.128 6.139  0.00
33 C -1.447 -1.181 5.101  0.00
34 O -0.747 -1.010 7.415  0.00
35 H 1.134 -2.194 4.929  0.00
36 H 0.496 -3.162 6.230  0.00
37 H 1.644 -2.023 6.607  0.00
38 H 0.138 -0.160 5.877  0.00
39 H -2.189 -1.963 5.262  0.00
40 H -0.984 -1.373 4.133  0.00
41 H -2.101 -0.315 5.002  0.00
42 H -1.248 -0.215 7.614  0.00
43 C -1.533 5.514 1.144  0.00
44 C -0.477 5.476 2.145  0.00
45 C -0.847 4.900 3.517  0.00
46 O 0.732 4.854 1.769  0.00
47 H -1.835 4.471 1.041  0.00
48 H -1.366 6.033 0.201  0.00
49 H -2.450 5.943 1.550  0.00
50 H -0.105 6.486 2.318  0.00
51 H -0.028 5.144 4.193  0.00
52 H -0.856 3.810 3.486  0.00
53 H -1.769 5.292 3.946  0.00
54 H 0.594 4.476 0.898  0.00
55 C -4.258 -0.855 2.252  0.00
56 C -4.662 -2.332 1.806  0.00
57 C -6.029 -2.507 1.196  0.00
58 O -3.708 -2.704 0.881  0.00
59 H -4.885 -0.555 3.091  0.00
60 H -4.504 -0.087 1.518  0.00
61 H -3.183 -0.826 2.426  0.00
62 H -4.537 -2.897 2.730  0.00
63 H -6.094 -3.445 0.645  0.00
64 H -6.226 -1.804 0.387  0.00
65 H -6.908 -2.655 1.824  0.00
66 H -2.879 -2.785 1.359  0.00
67 C 0.481 -4.173 2.203  0.00
68 C -0.261 -3.401 1.110  0.00
69 O -0.813 -2.263 1.630  0.00
70 H 0.573 -5.218 1.906  0.00
71 H -0.128 -4.137 3.106  0.00
72 H 1.487 -3.806 2.402  0.00
73 H -1.120 -4.006 0.821  0.00
74 H 0.426 -3.297 0.270  0.00
75 H -0.258 -1.525 1.367  0.00
76 C -2.848 -0.035 -1.315  0.00
77 C -2.422 0.097 -2.770  0.04
78 O -1.585 1.187 -3.063  0.03
79 H -2.024 -0.309 -0.656  0.00
80 H -3.575 -0.817 -1.095  0.00
81 H -3.181 0.893 -0.850  0.00
82 H -3.388 0.353 -3.206  0.00
83 H -2.108 -0.828 -3.253  0.04
84 H -0.779 0.992 -3.547  0.01
85 C 2.598 2.208 -5.268  0.07
86 C 2.181 0.912 -4.639  0.08
87 O 0.805 0.735 -4.434  0.20
88 H 2.575 3.068 -4.598  0.00
89 H 1.922 2.548 -6.053  0.01
90 H 3.627 2.075 -5.603  0.02
91 H 2.711 0.662 -3.720  0.01
92 H 2.458 0.157 -5.376  0.05
93 H 0.533 -0.124 -4.767  0.12
94 C -0.307 4.738 -2.537  0.01
95 C 0.259 3.492 -1.863  0.01
96 O -0.796 2.978 -1.166  0.00
97 H -1.158 4.692 -3.216  0.00
98 H 0.401 5.203 -3.223  0.00
99 H -0.514 5.370 -1.673  0.00
100 H 1.139 3.682 -1.248  0.00
101 H 0.576 2.780 -2.624  0.01
102 H -1.191 2.305 -1.726  0.00

Values from the calculation:
Calculated total energy: -1670.268367 Eh
<S²>: 0.750
Orbital gap (spin up / spin down): 1.72 / 9.49 eV
Net charge: -1
2S+1: 2
Highest occupied orbital energy (spin up / spin down): 0.49 / -7.28 eV



3.
Formula: C15H22N4
Source: the OMol25 dataset
Level of theory: ωB97M-V/def2-TZVPD

Last column: Löwdin charge in e.
Geometry (Å):
1 C 2.347 1.248 -1.484  -0.04
2 C 2.162 1.220 -0.005  -0.27
3 N 3.179 1.799 0.603  0.15
4 C 3.067 1.998 1.891  -0.52
5 N 4.142 2.491 2.508  0.15
6 N 2.069 1.675 2.644  0.15
7 C 1.094 1.085 2.037  -0.34
8 N 0.174 0.875 3.019  0.12
9 C 1.010 0.778 0.670  -0.02
10 C -0.156 -0.034 0.012  -0.29
11 C -0.807 0.755 -1.166  -0.09
12 C -1.919 -0.064 -1.849  -0.28
13 C -1.326 -1.369 -2.394  -0.11
14 C -0.744 -2.211 -1.229  -0.30
15 C -1.859 -2.502 -0.242  -0.12
16 C -2.415 -1.160 0.322  -0.29
17 C -3.055 -0.355 -0.831  -0.10
18 C -1.317 -0.383 0.994  -0.13
19 C 0.379 -1.446 -0.509  -0.07
20 H 1.926 0.374 -1.988  0.06
21 H 3.402 1.379 -1.721  0.08
22 H 1.837 2.138 -1.932  0.10
23 H 4.145 2.261 3.497  0.11
24 H 4.939 2.328 1.967  0.08
25 H -0.784 0.640 2.794  0.05
26 H 0.472 1.272 3.924  0.12
27 H -0.082 1.081 -1.948  0.11
28 H -1.213 1.672 -0.809  0.11
29 H -2.327 0.520 -2.697  0.14
30 H -0.519 -1.141 -3.106  0.12
31 H -2.084 -1.935 -2.943  0.12
32 H -0.347 -3.142 -1.614  0.13
33 H -1.506 -3.140 0.564  0.11
34 H -2.663 -3.061 -0.773  0.13
35 H -3.191 -1.421 1.025  0.13
36 H -3.412 0.549 -0.363  0.11
37 H -3.890 -0.893 -1.286  0.12
38 H -1.750 0.506 1.453  0.11
39 H -0.947 -1.025 1.831  0.14
40 H 0.772 -2.011 0.340  0.13
41 H 1.199 -1.352 -1.208  0.10

Values from the calculation:
Calculated total energy: -803.847673 Eh
Orbital gap: 8.71 eV
ΔE to the lowest compared entry with this formula, charge and spin: 0.000 eV
SMILES: Cc1nc(N)nc(N)c1[C@]12C[C@H]3C[C@H](C[C@H](C3)C1)C2
Highest occupied orbital energy: -8.00 eV